[1]
The molecule C5H5NO2, computed with the ωB97M-V functional and the def2-TZVPD basis.

CARTESIAN COORDINATES (ANGSTROEM)
O (1.7706, 0.7268, 1.6358)
C (0.9897, 0.4229, 0.7291)
C (1.4956, -0.1396, -0.4858)
C (0.6088, -0.4983, -1.4573)
N (-0.7148, -0.5429, -1.1862)
C (-1.1747, -0.0605, -0.0039)
C (-0.4034, 0.4304, 1.0000)
O (-0.7132, 0.9339, 2.2237)
H (2.5713, -0.1308, -0.6734)
H (0.8616, -0.9120, -2.4494)
H (-1.4083, -0.8125, -1.8272)
H (-2.2620, -0.2875, 0.1639)
H (-1.6212, 0.8699, 2.3304)

Atoms 1-2, force components in eV/Å:
O 0.2 0.5 -0.1
C 2.8 -0.3 1.9

Values from the calculation:
Relative energy (zero: lowest compared OMol25 entry of this formula, charge and spin) in kcal/mol: 29.5
E_HOMO in eV: -8.24
Net charge: 0

---

[2]
A structure of composition C32H28BF3N4OPdSb, computed with the ωB97M-V functional and the def2-TZVPD basis.

CARTESIAN COORDINATES (ANGSTROEM)
Pd (-0.0844, 0.4638, 0.8943)
B (-2.5242, -1.2240, 2.4191)
N (-1.2568, -0.8458, 3.2420)
C (-0.9613, -1.1145, 4.5147)
C (0.1755, -0.4072, 4.8806)
C (0.5231, 0.3009, 3.7406)
N (-0.3758, 0.0542, 2.7777)
N (-1.9837, -1.8131, 1.0800)
C (-2.2837, -2.9592, 0.4759)
C (-1.7071, -2.9720, -0.7915)
C (-1.0617, -1.7523, -0.8872)
N (-1.2548, -1.0485, 0.2418)
H (-3.1572, -0.2236, 2.1866)
H (-3.1302, -2.0804, 3.0055)
H (-1.5945, -1.7856, 5.0711)
H (0.6731, -0.4075, 5.8342)
H (1.3612, 0.9504, 3.5546)
H (-2.9121, -3.6768, 0.9774)
H (-1.7741, -3.7450, -1.5365)
H (-0.4933, -1.3272, -1.6993)
F (-7.4771, 2.1992, 0.4438)
C (-6.1745, 2.1758, 0.1351)
C (-5.5009, 3.3800, 0.0288)
C (-4.1537, 3.3525, -0.2915)
C (-3.4961, 2.1365, -0.4959)
C (-4.2105, 0.9451, -0.3795)
C (-5.5617, 0.9560, -0.0635)
Sb (-1.4499, 2.0705, -0.9312)
C (-0.6746, 2.7755, 0.9588)
C (-1.5164, 3.0249, 2.0718)
C (-1.0040, 3.4740, 3.2605)
C (0.3764, 3.6543, 3.3773)
F (0.8556, 4.0833, 4.5499)
C (1.2453, 3.3932, 2.3548)
C (0.7138, 2.9339, 1.1377)
C (-1.2909, 3.8393, -2.0726)
C (-2.2705, 4.1334, -3.0192)
C (-2.1745, 5.2717, -3.8079)
C (-1.0845, 6.1001, -3.6339)
F (-0.9867, 7.2038, -4.3873)
C (-0.0894, 5.8372, -2.7128)
C (-0.1997, 4.6944, -1.9355)
H (-6.0321, 4.3077, 0.1923)
H (-3.6187, 4.2905, -0.3864)
H (-3.7178, -0.0091, -0.5274)
H (-6.1353, 0.0445, 0.0335)
H (-2.5848, 2.8730, 1.9779)
H (-1.6380, 3.6847, 4.1117)
H (2.3057, 3.5587, 2.4902)
H (1.3847, 2.8155, 0.2948)
H (-3.1300, 3.4859, -3.1509)
H (-2.9259, 5.5208, -4.5445)
H (0.7440, 6.5191, -2.6141)
H (0.5783, 4.4906, -1.2098)
C (3.9694, 0.5256, -1.3601)
C (2.7511, 0.2099, -0.5534)
O (1.6516, 0.6541, -0.8780)
C (2.8690, -0.6402, 0.6640)
C (3.8397, -0.3951, 1.6318)
C (3.8413, -1.1428, 2.8002)
C (2.8990, -2.1478, 2.9876)
C (1.9563, -2.4198, 2.0054)
C (1.9377, -1.6583, 0.8469)
H (3.6987, 1.0986, -2.2420)
H (4.4849, -0.3954, -1.6359)
H (4.6700, 1.1017, -0.7500)
H (4.5759, 0.3864, 1.4902)
H (4.5831, -0.9476, 3.5631)
H (2.9104, -2.7292, 3.9003)
H (1.2361, -3.2164, 2.1410)
H (1.2565, -1.9027, 0.0466)

Atoms 1-2, force components in eV/Å:
Pd -0.7 0.8 -0.8
B 0.0 -0.1 0.1

Values from the calculation:
E_HOMO in eV: -11.18
Net charge: +1

---

[3]
The ion C9H19N2OS with charge +1, computed with the ωB97M-V functional and the def2-TZVPD basis.

CARTESIAN COORDINATES (ANGSTROEM)
C (-0.0745, -0.6276, 1.0844)
C (-0.3574, 0.1890, -1.1587)
C (3.2513, -0.0750, 0.4369)
C (-1.4411, -0.0946, 1.4416)
C (-1.6839, 0.7764, -0.8157)
C (2.9682, 1.3476, 0.9117)
C (2.0916, -0.6090, -0.4799)
C (0.6025, 0.1827, 0.0320)
C (-3.6760, 0.2195, 0.4912)
N (1.8264, -1.9740, -0.5915)
N (-2.2980, -0.0684, 0.2389)
O (1.2054, 2.4787, -0.8102)
S (1.2102, 1.8230, 0.5182)
H (0.4757, -0.6844, 2.0703)
H (-0.1435, -1.7985, 0.8571)
H (-0.4774, -0.8883, -1.6549)
H (-0.0476, 0.8974, -1.8955)
H (4.1877, -0.1820, -0.2563)
H (3.5217, -0.7730, 1.2689)
H (-1.9188, -0.7314, 2.3489)
H (-1.3122, 0.9572, 1.9242)
H (-1.5376, 1.7051, -0.2993)
H (-2.3165, 0.7968, -1.6086)
H (3.1845, 1.4145, 2.0511)
H (3.6397, 2.1075, 0.3549)
H (2.2794, -0.2001, -1.4910)
H (-3.9068, 1.3311, 0.5257)
H (-4.2953, -0.1528, -0.3064)
H (-3.9899, -0.4132, 1.4292)
H (2.1173, -2.5358, 0.2274)
H (2.2590, -2.4328, -1.3759)
H (-2.0872, -1.0516, -0.0113)

Atoms 1-2, force components in eV/Å:
C 0.5 -2.6 2.3
C 0.3 -1.0 -1.0

Values from the calculation:
Relative energy (zero: lowest compared OMol25 entry of this formula, charge and spin) in kcal/mol: 59.4
E_HOMO in eV: -11.92
Net charge: +1

---

[4]
A structure of composition C46H40CuNO3P2, computed with the ωB97M-V functional and the def2-TZVPD basis.

CARTESIAN COORDINATES (ANGSTROEM)
Cu (-1.9575, 2.5862, -0.8599)
C (0.8104, 0.0661, 0.0184)
N (-0.2048, -1.0001, -0.3012)
C (-1.3683, -0.7882, -1.1803)
P (-2.7249, 0.4541, -0.8276)
C (-3.4107, 0.0986, 0.8363)
C (-4.0483, 1.1546, 1.4892)
C (-4.6288, 0.9705, 2.7356)
C (-4.5676, -0.2748, 3.3474)
C (-3.9114, -1.3221, 2.7193)
C (-3.3296, -1.1371, 1.4740)
C (-4.0455, -0.2410, -1.8954)
C (-4.5272, 0.5536, -2.9339)
C (-5.5777, 0.1169, -3.7313)
C (-6.1559, -1.1197, -3.4908)
C (-5.6779, -1.9235, -2.4625)
C (-4.6289, -1.4873, -1.6691)
C (0.1917, -2.3726, -0.2370)
C (0.5448, -2.9428, 0.9906)
C (0.8968, -4.2836, 1.0783)
C (0.8646, -5.0943, -0.0461)
C (0.4652, -4.5497, -1.2585)
C (0.1346, -3.2066, -1.3538)
P (2.1473, 0.5796, -1.3534)
C (3.8460, 0.1054, -0.7451)
C (4.3405, 0.1253, 0.5622)
C (5.7045, -0.0051, 0.8200)
C (6.6133, -0.1261, -0.2135)
C (6.1502, -0.0961, -1.5250)
C (4.7970, 0.0311, -1.7800)
C (1.9253, -0.6764, -2.6900)
C (2.6520, -1.8581, -2.8279)
C (2.4646, -2.6818, -3.9297)
C (1.5256, -2.3567, -4.8994)
C (0.7963, -1.1802, -4.7784)
C (1.0164, -0.3378, -3.6960)
H (2.0158, -1.0371, 1.0412)
H (-1.0468, 0.9105, 0.5254)
H (-1.8950, -1.7388, -1.2162)
H (-1.0932, -0.5293, -2.2059)
H (-4.0756, 2.1268, 1.0109)
H (-5.1175, 1.7989, 3.2335)
H (-5.0143, -0.4220, 4.3233)
H (-3.8441, -2.2872, 3.2079)
H (-2.7935, -1.9570, 1.0058)
H (-4.0714, 1.5227, -3.1035)
H (-5.9469, 0.7412, -4.5353)
H (-6.9826, -1.4591, -4.1023)
H (-6.1301, -2.8903, -2.2783)
H (-4.2707, -2.1141, -0.8606)
H (0.5202, -2.3385, 1.8876)
H (1.1750, -4.6991, 2.0390)
H (1.1308, -6.1418, 0.0239)
H (0.4256, -5.1670, -2.1482)
H (-0.1575, -2.8002, -2.3150)
H (3.6770, 0.2806, 1.3958)
H (6.0505, 0.0017, 1.8479)
H (7.6727, -0.2207, -0.0090)
H (6.8512, -0.1636, -2.3483)
H (4.4537, 0.0680, -2.8083)
H (3.3790, -2.1392, -2.0769)
H (3.0461, -3.5925, -4.0216)
H (1.3708, -3.0087, -5.7512)
H (0.0669, -0.9097, -5.5337)
H (0.4880, 0.6078, -3.6171)
O (-0.7305, 3.5607, 0.7417)
C (0.1218, 2.4742, 1.2330)
C (-0.0910, 1.3258, 0.1633)
O (1.4677, -0.2615, 1.2079)
O (-0.1833, 1.8499, -1.1084)
C (1.5668, 2.9554, 1.2983)
C (2.1417, 3.5483, 0.1721)
C (3.4564, 3.9947, 0.1991)
C (4.2156, 3.8560, 1.3507)
C (3.6552, 3.2617, 2.4728)
C (2.3436, 2.8084, 2.4458)
C (-0.4476, 2.1475, 2.6070)
C (-0.5825, 0.8486, 3.0844)
C (-1.1033, 0.6124, 4.3511)
C (-1.5009, 1.6673, 5.1573)
C (-1.3723, 2.9675, 4.6875)
C (-0.8512, 3.2026, 3.4251)
H (-0.1711, 4.1157, 0.1866)
H (1.5706, 3.6298, -0.7465)
H (3.8915, 4.4391, -0.6878)
H (5.2457, 4.1910, 1.3687)
H (4.2422, 3.1460, 3.3765)
H (1.9225, 2.3331, 3.3223)
H (-0.2677, 0.0107, 2.4778)
H (-1.2068, -0.4079, 4.7007)
H (-1.9109, 1.4795, 6.1426)
H (-1.6750, 3.8023, 5.3085)
H (-0.7532, 4.2186, 3.0656)

Atoms 1-2, force components in eV/Å:
Cu -0.6 -0.1 -0.2
C -0.3 0.1 -0.3

Values from the calculation:
Relative energy (zero: lowest compared OMol25 entry of this formula, charge and spin) in kcal/mol: 68.9
E_HOMO in eV: -6.97
Net charge: 0

---

Maximum force in hartree/bohr, matching the order above: 0.0682; 0.0263; 0.0838; 0.0152
Calculated total energy in eV, matching the order above: -10850.0356; -60486.0793; -25495.3803; -119199.7257